113
Properties=species:S:1:pos:R:3:forces:R:3:mulliken_charge:R:1 method="wB97M-V/def2-TZVPD" lumo_ev=1.524 e_homo_ha=-0.1506 max_force_ev_per_a=2.372 charge=-1 e_tot_ev=-344382.408 orbital_gap_ha=0.2066 relative_energy_kcal_mol=4.1
C 13.25729 16.81784 13.36357 0.02 -0.09 0.72 -0.96
C 8.30103 22.35136 13.33298 0.40 -0.03 0.16 -0.96
C 7.66381 19.35835 9.81673 1.80 1.28 0.36 -1.25
C 7.56489 17.30502 8.47426 -0.39 -0.08 -1.17 -0.67
H 8.00682 14.10595 9.25028 -0.06 -0.88 -0.22 0.45
H 8.80971 15.03086 11.25393 -0.03 -0.33 0.60 0.53
H 8.14015 23.42753 13.50732 0.22 -0.62 -0.07 0.30
C 2.49114 10.40085 14.60705 0.36 -0.19 0.68 -0.68
C 6.46915 13.82434 13.72573 1.77 1.58 0.03 0.39
H 6.72788 16.26941 17.57727 0.71 0.26 -0.30 -0.68
C 10.37938 19.74671 18.52924 1.55 1.22 1.21 -0.71
Na 9.52503 16.78249 17.34552 -0.14 0.37 0.01 0.50
H 5.36778 19.62256 13.19002 0.26 -0.19 0.23 0.68
C 3.49701 13.98269 14.82505 0.36 0.24 -0.24 -0.63
H 11.29360 16.54389 14.25721 0.63 -0.24 -0.32 0.38
H 12.20005 19.35866 18.81213 -0.02 0.47 0.96 0.35
H 6.50979 18.48808 14.04242 -0.42 0.03 -0.40 -0.18
C 9.13017 20.28129 16.51954 0.53 0.57 -0.74 0.33
H 2.34274 18.97389 15.10086 0.22 -1.31 0.26 0.34
H 5.93268 13.60962 17.47100 0.33 0.26 0.35 0.16
C 4.65862 16.18408 12.52854 -0.17 -1.07 -0.22 1.15
H 9.25084 20.70058 15.51140 -0.35 -0.30 0.11 -1.07
C 9.59023 21.84782 13.10081 0.18 1.20 -0.33 0.38
H 10.79803 17.83138 9.43017 -0.09 0.56 0.09 0.23
C 10.74857 12.72460 16.69607 -0.11 0.07 -0.44 0.78
C 1.54584 10.46457 13.57954 0.48 -2.07 0.93 -0.29
H 10.88192 21.21576 14.90451 0.37 0.24 0.82 0.08
C 2.89237 12.74994 14.33226 0.40 -0.52 0.83 0.31
H 9.71765 20.52505 18.91035 -0.30 -0.22 -0.06 0.58
C 3.31374 14.44028 16.06245 0.40 1.10 1.51 -0.30
H 0.99023 9.56414 13.34289 0.03 0.02 -0.08 0.37
H 10.41011 19.42293 10.17591 0.35 -0.48 0.17 0.04
C 8.77876 19.60493 12.92300 -0.50 0.96 0.21 0.30
H 4.54569 18.49199 15.95535 -0.06 -0.18 0.41 0.15
H 2.06181 13.67871 12.68717 -0.43 -0.43 -0.17 0.41
C 11.20870 18.67321 10.02222 -0.53 -0.82 0.09 -0.97
H 5.02264 14.10578 18.88740 -0.16 -0.24 0.30 0.45
H 11.09513 21.99084 17.53032 -0.53 1.22 0.43 0.46
H 14.96672 17.48933 12.31323 0.61 0.20 0.07 0.39
H 1.67904 17.39728 15.64025 0.01 -0.19 0.15 0.36
C 8.32957 17.07010 10.74837 -0.17 0.28 0.17 0.62
H 13.80737 16.27779 14.17494 -0.57 0.72 -0.81 0.34
H 0.65341 11.65386 12.09847 -0.53 -0.05 -0.81 0.44
Se 12.12589 17.42236 17.12048 0.38 -0.51 0.36 -0.50
H 2.69447 13.99605 16.86493 0.01 -0.06 -0.71 0.38
C 5.78406 15.82704 17.79773 -0.78 -1.28 1.03 0.57
C 5.90951 14.32542 18.31014 0.30 1.65 -0.45 -1.19
H 12.46282 21.01708 17.16817 -0.05 0.02 -0.23 0.40
Cl 11.89641 13.00939 17.99652 -0.06 -0.31 0.08 -0.07
H 10.42159 22.54998 13.04899 -0.15 -0.06 0.08 0.23
Ge 5.00373 15.06854 14.08682 -0.64 0.19 0.90 -0.47
H 9.98309 18.76849 18.76143 -0.12 -0.21 0.09 -0.13
H 6.44123 13.34051 11.61445 -0.33 0.37 -0.20 0.26
C 3.76590 17.80026 16.31155 -0.52 0.36 0.16 -0.17
H 3.83728 11.67272 15.88615 -0.59 -0.66 -0.53 0.37
C 7.59252 15.94425 8.27045 0.41 -0.10 0.35 -0.82
H 3.45029 18.10795 17.33688 0.35 -0.17 -0.67 0.41
H 11.94765 19.23208 15.45430 -0.42 0.24 0.56 0.35
H 7.38163 14.51811 13.50119 -1.34 -1.14 0.55 -0.32
C 7.22659 21.47811 13.39414 1.73 -1.23 -0.31 -1.01
C 11.81832 18.04519 11.28346 -0.28 1.64 -0.96 1.40
N 8.92931 14.58367 16.94292 0.51 -0.91 -0.27 -0.31
C 9.71929 13.75972 16.78872 -0.80 0.45 0.44 -0.28
H 7.25545 12.21241 12.59252 -0.56 0.00 0.08 0.37
C 7.92279 15.15910 9.36180 0.43 -0.74 -0.92 -0.68
H 10.86061 20.18842 12.66646 0.32 -0.19 0.19 0.11
C 2.10663 12.72646 13.21919 -0.61 0.59 -0.81 0.33
H 7.51738 15.52662 7.26765 -0.41 0.00 0.30 0.39
H 7.30808 17.88921 7.58562 0.09 0.34 0.50 0.35
H 6.29917 21.86212 13.73912 -0.98 -0.04 -0.12 0.49
H 6.34927 18.55635 12.25003 0.02 -0.88 -0.98 0.04
H 3.92945 15.99097 10.53185 0.04 0.04 -0.69 0.41
C 13.89982 17.52293 12.35986 0.11 -0.82 -0.01 -0.69
C 2.59670 17.88224 15.32071 0.06 1.58 -0.36 -0.97
C 11.11202 17.51518 12.37376 0.85 -0.51 0.01 0.36
C 1.37436 11.58659 12.86954 0.36 2.22 -0.23 -1.03
H 5.32012 16.47912 18.55510 0.32 -0.34 0.13 0.40
Ge 4.57829 16.02290 16.31321 -0.30 -0.77 -0.97 0.40
C 10.56875 19.98036 17.04456 -0.49 0.57 -0.89 1.42
H 8.28571 19.80894 10.65220 -1.23 -0.62 -0.80 -0.21
Sb 9.01212 17.48656 12.80015 0.01 0.17 -0.47 0.94
H 10.41868 18.45132 15.53908 -0.30 -0.28 -0.04 -0.80
C 6.34678 19.11980 13.14545 -0.50 0.69 1.20 -1.43
H 5.66364 16.21363 12.16086 0.76 0.50 -0.62 -0.60
H 8.05239 19.88567 8.92579 -0.24 -0.38 0.06 0.52
C 11.19278 18.86035 16.17714 0.56 0.21 -0.38 0.01
C 3.75902 15.53236 11.48793 -1.04 0.59 0.69 -1.78
H 6.71655 13.27070 14.63792 -0.11 0.26 0.07 0.42
H 4.30668 17.17649 12.72031 0.08 0.55 0.40 0.28
H 8.69049 21.10749 17.09195 0.01 -0.29 0.12 0.72
H 2.68932 15.72979 11.75286 0.71 -0.32 -0.20 0.35
C 11.44122 21.25540 16.85168 0.09 -1.57 -0.79 -1.14
C 6.35147 12.86045 12.58369 1.31 -0.64 -0.82 -1.41
Cl 9.93684 11.10736 16.80063 0.57 0.79 -0.07 -0.11
H 2.70179 9.40915 15.03550 -0.11 0.66 0.09 0.35
O 11.47232 21.72614 15.49328 -0.03 0.01 0.23 -0.62
H 2.91183 17.43732 14.37565 -0.23 0.00 -0.09 0.01
C 7.85273 17.88432 9.69877 0.22 -0.16 0.61 1.34
C 9.86435 20.50666 12.91447 -1.57 -0.36 -0.27 -1.01
H 5.48124 12.22609 12.56016 -0.45 -0.20 0.23 0.35
O 11.61674 19.99156 19.31168 -0.51 -1.51 -1.74 -0.60
Cl 11.55171 12.99152 15.13076 -0.13 -0.39 0.13 -0.06
H 3.90338 14.46657 11.42980 0.05 -0.44 -0.22 0.42
C 3.12399 11.56473 15.04453 0.17 -0.26 -0.04 -0.39
C 11.86878 16.88082 13.37945 -0.99 0.32 0.42 -1.01
H 6.61879 19.62076 9.88441 -0.33 0.17 0.37 0.41
C 7.46177 20.09787 13.13848 0.75 0.90 0.28 1.67
Se 7.86948 18.77866 16.38617 -0.16 -0.07 0.37 -0.52
H 11.99115 19.13136 9.41337 -0.04 0.01 0.16 0.46
C 13.20161 18.12413 11.32352 0.86 -0.47 0.20 -0.78
H 6.80997 14.27633 18.95209 -0.49 -0.42 -0.36 0.33
H 13.82530 18.57386 10.52662 -0.82 -0.13 0.39 0.26
C 8.36294 15.68992 10.53929 -0.17 1.05 -0.08 -1.07